(1)
{
  "formula": "C11H14O6Sn",
  "method": "wB97M-V/def2-TZVPD",
  "charge": -2,
  "homo_energy_ev": 0.91,
  "orbital_gap_ev": 4.43,
  "multiplicity": 1,
  "lumo_energy_ev": 5.35,
  "species": ["Sn", "O", "C", "O", "C", "C", "C", "C", "C", "O", "C", "C", "O", "O", "H", "H", "H", "H", "H", "H", "H", "H", "C", "O", "C", "C", "H", "H", "H", "H", "H", "H"],
  "xyz": [[-0.950, 1.435, -0.929], [-0.572, -2.918, -3.253], [-0.895, -2.192, -2.287], [-1.876, -1.425, -2.165], [0.024, -2.320, -1.043], [-0.677, -1.924, 0.258], [0.001, -2.586, 1.459], [1.342, -1.803, 1.516], [1.142, -0.771, 0.401], [-0.286, -0.542, 0.459], [1.320, -1.431, -0.982], [1.586, -0.335, -2.028], [2.551, -0.463, -2.776], [0.871, 0.731, -1.924], [0.322, -3.370, -1.018], [-1.758, -1.998, 0.208], [-0.585, -2.433, 2.366], [0.141, -3.657, 1.304], [1.488, -1.315, 2.480], [2.207, -2.437, 1.315], [1.673, 0.167, 0.535], [2.199, -2.074, -1.009], [-2.061, 2.728, 1.961], [-1.626, 3.325, 0.780], [-0.179, 2.956, 0.505], [0.204, 4.010, -0.542], [-3.139, 2.905, 2.062], [-1.528, 3.141, 2.832], [-1.877, 1.643, 1.966], [0.010, 5.023, -0.153], [-0.342, 4.007, -1.527], [1.269, 3.923, -0.773]],
  "atomic_forces_ev_per_a": [[0.22, -0.09, 0.09], [-0.03, 0.09, 0.05], [-0.04, -0.07, -0.21], [0.04, -0.03, -0.01], [0.09, 0.10, -0.02], [0.04, 0.07, 0.02], [0.13, -0.02, 0.01], [-0.08, -0.14, 0.00], [0.02, -0.07, -0.06], [0.07, -0.10, -0.01], [-0.08, -0.10, 0.12], [0.00, 0.16, 0.34], [-0.07, -0.06, -0.14], [-0.09, 0.00, -0.25], [0.05, -0.01, 0.08], [-0.02, 0.10, -0.02], [0.00, 0.00, 0.01], [-0.02, 0.00, 0.02], [-0.03, 0.02, 0.01], [0.01, 0.02, 0.01], [-0.13, 0.10, 0.00], [0.04, 0.03, 0.06], [0.10, 0.08, -0.16], [-0.18, 0.20, 0.34], [-0.11, -0.36, -0.58], [-0.01, 0.19, 0.16], [-0.02, 0.00, 0.03], [0.02, -0.02, 0.04], [-0.02, -0.02, 0.02], [0.12, -0.04, 0.03], [0.00, -0.02, 0.06], [-0.01, -0.02, -0.03]]
}



(2)
{
  "formula": "C11H14OS",
  "method": "wB97M-V/def2-TZVPD",
  "charge": 0,
  "homo_energy_ev": -8.91,
  "orbital_gap_ev": 9.71,
  "multiplicity": 1,
  "lumo_energy_ev": 0.79,
  "species": ["C", "C", "C", "C", "C", "C", "C", "C", "C", "C", "C", "O", "S", "H", "H", "H", "H", "H", "H", "H", "H", "H", "H", "H", "H", "H", "H"],
  "xyz": [[3.607, -0.398, -0.072], [3.096, 0.575, -0.915], [2.780, -1.381, 0.443], [1.752, 0.577, -1.243], [1.433, -1.383, 0.118], [0.919, -0.401, -0.721], [0.453, -2.402, 0.591], [-0.539, -0.479, -0.980], [-2.788, 0.814, -0.793], [-1.133, 0.955, 1.132], [-1.329, 0.884, -0.382], [-1.479, -2.949, -1.174], [-1.217, -1.968, -0.120], [4.656, -0.394, 0.183], [3.747, 1.337, -1.316], [3.177, -2.143, 1.097], [1.353, 1.335, -1.899], [0.691, -3.404, 0.232], [0.366, -2.425, 1.678], [-0.786, -0.571, -2.036], [-3.269, -0.062, -0.363], [-2.881, 0.761, -1.875], [-3.312, 1.705, -0.450], [-2.090, 1.055, 1.639], [-0.515, 1.806, 1.407], [-0.648, 0.063, 1.517], [-0.848, 1.732, -0.872]],
  "atomic_forces_ev_per_a": [[0.11, -0.10, 0.09], [-0.01, 0.12, -0.08], [0.01, 0.04, 0.01], [0.07, -0.03, 0.03], [0.08, 0.21, -0.16], [0.19, -0.24, 0.08], [-0.48, 0.23, 0.10], [-1.38, 2.22, 1.17], [0.18, 0.16, -0.05], [-0.01, 0.24, -0.10], [1.00, -2.16, -0.88], [-0.45, -0.97, -0.84], [1.07, 0.65, 0.35], [0.09, 0.01, 0.01], [0.06, 0.06, -0.03], [0.08, -0.09, 0.08], [-0.05, 0.10, -0.09], [-0.21, -0.05, -0.06], [-0.01, -0.04, 0.04], [-0.11, -0.23, 0.00], [-0.12, -0.05, 0.06], [-0.08, -0.02, -0.13], [-0.12, 0.02, 0.04], [-0.07, 0.01, 0.09], [0.07, 0.02, 0.11], [0.08, -0.06, 0.18], [0.02, -0.03, -0.02]]
}



(3)
{
  "formula": "C11H14OS2",
  "method": "wB97M-V/def2-TZVPD",
  "charge": 0,
  "homo_energy_ev": -6.72,
  "orbital_gap_ev": 7.19,
  "multiplicity": 1,
  "lumo_energy_ev": 0.47,
  "species": ["C", "C", "C", "C", "C", "C", "C", "C", "C", "C", "C", "O", "S", "S", "H", "H", "H", "H", "H", "H", "H", "H", "H", "H", "H", "H", "H", "H"],
  "xyz": [[5.061, 0.821, -0.304], [3.758, 1.228, -0.100], [5.124, -0.547, -0.318], [2.858, 0.193, 0.138], [-0.848, 1.153, 0.354], [0.639, 1.161, 0.112], [-3.909, -0.514, 0.111], [-2.845, -1.640, 0.344], [-3.432, 0.697, -0.766], [-1.900, -1.414, -0.828], [1.480, 0.211, 0.496], [1.109, -0.927, 1.282], [3.631, -1.316, 0.018], [-1.710, 0.233, -1.299], [5.896, 1.343, -0.551], [3.440, 2.255, -0.095], [6.023, -1.074, -0.577], [-1.286, 2.086, 0.381], [-1.137, 0.427, 1.133], [0.969, 2.009, -0.539], [-4.712, -0.957, -0.343], [-4.257, -0.205, 1.076], [-2.530, -1.669, 1.344], [-3.492, -2.517, 0.253], [-3.970, 0.916, -1.692], [-3.342, 1.590, -0.100], [-0.997, -2.062, -0.741], [0.380, -1.479, 1.212]],
  "atomic_forces_ev_per_a": [[-1.58, -2.91, -0.14], [-1.90, 0.44, 0.61], [0.28, -0.20, -0.03], [1.68, 0.45, 0.00], [1.66, -2.76, -1.32], [-1.84, 1.32, -0.51], [1.61, 0.99, 0.62], [-1.90, 1.50, -2.76], [1.02, -0.37, 1.22], [0.88, -0.70, 0.39], [-2.06, -1.55, 0.40], [3.79, 2.60, 0.42], [0.99, 0.01, -0.06], [0.02, -1.16, 2.83], [2.01, 1.91, -0.48], [-0.08, 0.25, 0.15], [0.03, -0.48, 0.13], [-0.82, 1.99, 0.44], [-0.12, 0.64, -0.27], [0.10, -1.03, 0.71], [-2.04, -1.01, -1.34], [-0.26, 0.71, 0.50], [1.13, 0.38, 1.49], [0.66, -0.53, -0.31], [-0.25, -0.18, 0.43], [-0.09, -0.48, -0.97], [-0.39, 0.81, -0.95], [-2.51, -0.63, -1.24]]
}



(4)
{
  "formula": "C11H14OSe",
  "method": "wB97M-V/def2-TZVPD",
  "charge": 0,
  "homo_energy_ev": [-7.98, -6.47],
  "orbital_gap_ev": [7.55, 4.93],
  "multiplicity": 1,
  "lumo_energy_ev": [-0.43, -1.54],
  "species": ["C", "C", "C", "C", "C", "C", "C", "C", "C", "C", "C", "O", "Se", "H", "H", "H", "H", "H", "H", "H", "H", "H", "H", "H", "H", "H", "H"],
  "xyz": [[2.686, -0.813, -2.978], [3.450, -0.706, -1.812], [1.344, -0.521, -2.936], [2.847, -0.378, -0.632], [0.688, -0.165, -1.753], [1.437, -0.179, -0.531], [-0.667, 0.394, -1.893], [0.894, -0.051, 0.759], [-2.699, 0.440, 2.046], [-0.482, -0.415, 1.195], [-1.293, 0.826, 1.611], [1.645, 0.345, 1.793], [-0.197, 2.332, -2.110], [3.153, -1.102, -3.907], [4.513, -0.892, -1.841], [0.767, -0.535, -3.851], [3.454, -0.364, 0.265], [-1.158, 0.076, -2.809], [-1.340, 0.312, -1.052], [-2.669, -0.300, 2.844], [-3.262, 0.022, 1.213], [-3.227, 1.318, 2.408], [-1.000, -0.986, 0.426], [-0.383, -1.049, 2.081], [-0.772, 1.315, 2.436], [-1.346, 1.533, 0.783], [2.482, 0.732, 1.500]],
  "atomic_forces_ev_per_a": [[-0.20, -0.06, -0.16], [0.08, 0.13, 0.18], [0.25, -0.10, -0.25], [0.09, 0.06, -0.01], [0.06, 0.43, 0.16], [0.24, -0.13, 0.29], [-0.56, 0.62, -0.09], [-0.31, -0.16, -0.55], [0.16, 0.12, -0.02], [0.02, 0.49, 0.07], [-0.18, -0.27, 0.02], [0.23, 0.02, 0.29], [0.17, -0.71, 0.10], [0.01, 0.00, -0.08], [0.09, -0.05, 0.02], [-0.05, 0.02, -0.05], [0.03, -0.06, 0.01], [0.03, -0.12, 0.11], [0.02, -0.14, 0.02], [-0.05, -0.05, 0.08], [-0.08, -0.06, -0.04], [-0.16, 0.02, 0.05], [0.07, -0.02, 0.05], [0.04, -0.10, -0.06], [0.03, 0.06, -0.07], [0.11, 0.08, -0.02], [-0.15, -0.04, -0.07]]
}



(5)
{
  "formula": "C11H15AuClCoNO2S2",
  "method": "wB97M-V/def2-TZVPD",
  "charge": -2,
  "homo_energy_ev": [0.52, -1.67],
  "orbital_gap_ev": [3.72, 5.90],
  "multiplicity": 6,
  "lumo_energy_ev": [4.23, 4.23],
  "species": ["Au", "Cl", "C", "H", "H", "H", "Co", "C", "C", "C", "H", "H", "H", "H", "H", "H", "H", "H", "O", "S", "O", "N", "C", "S", "C", "C", "C", "C", "C", "C", "H", "H", "H", "H"],
  "xyz": [[0.362, 1.428, -0.795], [0.379, 3.954, -1.124], [-1.706, 1.038, -0.786], [-2.105, 0.773, 0.183], [-1.949, 0.262, -1.549], [-2.026, 2.050, -1.075], [0.814, -0.404, -3.618], [2.518, 0.465, -4.290], [-0.785, 0.058, -4.768], [1.123, -1.838, -4.626], [-1.523, -0.786, -4.741], [-1.242, 0.997, -4.385], [-0.387, 0.178, -5.794], [3.405, -0.164, -4.015], [2.431, 0.533, -5.396], [2.596, 1.475, -3.826], [0.276, -2.495, -4.968], [2.166, -2.184, -4.861], [-0.255, 2.512, 2.715], [0.720, 1.455, 2.684], [2.120, 1.739, 2.795], [0.440, 0.455, 1.343], [-0.162, -0.702, 1.689], [-0.915, -1.567, 0.500], [-0.245, -0.928, 3.132], [-0.936, -1.916, 3.833], [-1.199, -1.727, 5.218], [-0.727, -0.614, 5.877], [0.024, 0.377, 5.186], [0.221, 0.192, 3.837], [-1.274, -2.799, 3.262], [-1.786, -2.512, 5.727], [-0.941, -0.477, 6.944], [0.567, 1.172, 5.690]],
  "atomic_forces_ev_per_a": [[-0.05, 0.46, 0.16], [0.18, -0.55, -0.09], [-1.03, 0.42, -1.19], [0.20, -0.04, 0.22], [0.30, 0.68, 0.52], [-0.14, -0.38, -0.07], [-0.26, 1.97, 0.30], [0.72, 0.64, 0.75], [-1.01, 0.42, 0.60], [0.70, -3.55, -0.80], [0.36, 0.71, -0.10], [-0.14, -0.41, -0.52], [-0.24, 0.03, 0.46], [-0.50, 0.55, -0.26], [0.00, 0.01, 0.66], [0.34, -0.42, -0.53], [0.90, 0.27, -0.18], [-0.86, -0.13, -0.14], [0.39, 0.03, 0.28], [-0.41, -1.90, -1.54], [0.22, 0.46, 0.30], [0.43, 0.43, 1.46], [0.16, 1.16, -1.89], [0.17, -1.48, 0.42], [-0.63, 0.66, 1.60], [0.09, -0.08, 0.07], [-0.11, -1.06, -1.29], [0.63, 1.09, 0.29], [0.04, -1.26, 0.42], [-0.48, -0.02, 0.04], [0.02, 0.59, 0.50], [0.38, 0.62, -0.13], [0.16, -0.10, -0.41], [-0.57, 0.18, 0.10]]
}